{
  "formula": "C33H36BiN6O8P2S2",
  "method": "ωB97M-V/def2-TZVPD",
  "symbols": ["Bi", "O", "C", "C", "C", "C", "C", "C", "C", "O", "N", "N", "C", "C", "C", "C", "C", "C", "N", "H", "H", "H", "H", "H", "H", "H", "H", "H", "H", "N", "C", "C", "P", "O", "O", "O", "P", "O", "O", "O", "H", "H", "H", "H", "H", "H", "H", "H", "S", "C", "N", "C", "C", "N", "C", "C", "C", "C", "C", "C", "C", "C", "S", "C", "C", "C", "C", "C", "C", "C", "H", "H", "H", "H", "H", "H", "H", "H", "H", "H", "H", "H", "H", "H", "H", "H", "H", "H"],
  "positions_angstrom": [[-0.388, -0.913, -1.557], [1.906, 0.437, 3.018], [2.951, -0.362, 2.666], [4.134, -0.314, 3.394], [5.197, -1.136, 3.078], [5.084, -2.038, 2.032], [3.907, -2.104, 1.315], [2.831, -1.263, 1.603], [1.631, -1.376, 0.755], [0.918, -0.384, 0.437], [1.369, -2.632, 0.393], [0.375, -2.759, -0.457], [-0.141, -3.897, -0.777], [-1.193, -3.932, -1.754], [-1.766, -5.128, -2.197], [-2.766, -5.078, -3.150], [-3.167, -3.847, -3.657], [-2.557, -2.703, -3.173], [-1.619, -2.755, -2.242], [2.138, 0.901, 3.835], [4.206, 0.377, 4.225], [6.108, -1.073, 3.655], [5.910, -2.684, 1.782], [3.795, -2.809, 0.509], [0.213, -4.815, -0.325], [-1.428, -6.072, -1.798], [-3.235, -5.988, -3.494], [-3.937, -3.777, -4.410], [-2.831, -1.717, -3.515], [0.184, -0.099, -6.322], [1.119, -0.190, -5.169], [2.553, 0.140, -5.468], [0.311, 0.925, -3.922], [0.320, 2.294, -4.814], [-1.077, 0.384, -3.845], [1.100, 1.127, -2.679], [0.813, -1.916, -4.540], [1.935, -2.803, -5.271], [-0.515, -2.264, -5.105], [1.064, -2.033, -3.055], [-0.387, 0.748, -6.210], [-0.425, -0.967, -6.138], [0.627, -0.125, -7.241], [2.662, 1.158, -5.842], [2.984, -0.562, -6.181], [3.101, 0.071, -4.531], [0.831, 2.953, -4.348], [2.701, -2.971, -4.723], [-2.013, 1.556, -1.285], [-1.461, 1.481, 0.284], [-0.736, 2.433, 0.857], [-0.450, 2.341, 2.271], [-1.684, 1.805, 2.985], [-2.067, 0.535, 2.402], [-2.612, -0.468, 3.289], [-1.549, -1.150, 4.121], [-0.365, -1.588, 3.542], [0.579, -2.257, 4.299], [0.352, -2.492, 5.645], [-0.830, -2.065, 6.225], [-1.774, -1.393, 5.470], [-1.880, 0.338, 1.112], [-2.198, -1.158, 0.391], [-0.152, 3.531, 0.112], [-0.843, 4.825, 0.464], [-2.131, 5.069, 0.001], [-2.792, 6.230, 0.364], [-2.175, 7.154, 1.193], [-0.890, 6.919, 1.649], [-0.228, 5.757, 1.289], [-0.209, 3.341, 2.643], [0.402, 1.667, 2.424], [-2.513, 2.518, 2.893], [-1.470, 1.643, 4.042], [-3.128, -1.212, 2.675], [-3.342, 0.018, 3.943], [-0.181, -1.409, 2.495], [1.491, -2.597, 3.831], [1.088, -3.013, 6.236], [-1.022, -2.251, 7.270], [-2.699, -1.068, 5.925], [-0.266, 3.308, -0.951], [0.915, 3.583, 0.350], [-2.610, 4.348, -0.647], [-3.791, 6.415, -0.002], [-2.694, 8.056, 1.482], [-0.399, 7.636, 2.287], [0.779, 5.585, 1.640]],
  "atomic_forces_ev_per_a": [[0.58, 1.14, -0.05], [0.01, 0.14, 0.03], [0.32, -0.19, -0.10], [-0.10, 0.06, 0.06], [-0.08, -0.01, -0.03], [0.11, -0.04, 0.01], [0.06, 0.11, 0.12], [0.18, 0.34, 0.22], [-0.50, -0.42, -0.07], [0.06, 0.40, -0.23], [0.93, -0.84, 0.74], [-0.94, -0.58, -0.56], [0.92, 0.28, 0.79], [-0.81, -0.48, -0.71], [0.25, 0.37, 0.21], [-0.10, 0.34, -0.11], [0.07, -0.17, 0.13], [-0.41, -0.17, -0.17], [-0.06, -0.45, 0.13], [0.00, -0.13, -0.11], [0.03, 0.06, 0.06], [0.07, 0.00, 0.04], [0.06, -0.07, -0.04], [-0.01, -0.07, -0.09], [0.10, -0.02, 0.05], [0.07, -0.04, 0.06], [0.01, -0.06, -0.05], [-0.03, 0.04, -0.03], [0.00, 0.10, -0.14], [-0.70, -0.05, -0.28], [-0.03, -0.22, 1.22], [0.13, 0.08, -0.08], [0.43, 0.92, -0.62], [-0.36, -0.62, 0.10], [-0.22, -0.16, -0.11], [0.23, -0.22, -0.02], [0.75, -0.74, -0.16], [-0.30, 0.15, -0.25], [-0.20, -0.04, -0.40], [0.09, 0.36, -0.17], [0.05, -0.21, -0.54], [-0.12, 0.32, -0.36], [-0.01, 0.00, 0.17], [0.00, 0.05, -0.03], [0.06, 0.00, -0.04], [0.15, 0.00, 0.01], [0.26, 0.48, 0.12], [0.30, -0.10, 0.26], [-0.26, 0.30, 0.13], [-0.01, 1.35, -0.81], [-0.14, -0.73, -0.07], [0.03, -0.26, 0.59], [0.30, 0.78, 0.10], [0.27, 0.15, -0.77], [-0.21, -0.64, 0.29], [0.00, 0.03, 0.03], [-0.11, 0.02, -0.02], [0.05, -0.04, 0.01], [-0.01, -0.02, -0.02], [0.01, -0.01, 0.13], [-0.07, 0.05, -0.11], [-0.59, -1.12, 0.77], [-0.57, -0.19, 0.67], [0.09, 0.51, -0.32], [0.14, -0.02, 0.04], [-0.04, 0.04, 0.00], [-0.06, -0.04, -0.02], [-0.01, 0.05, 0.02], [0.01, 0.06, 0.08], [-0.02, -0.04, -0.10], [-0.08, -0.13, -0.04], [-0.16, 0.18, -0.03], [0.03, -0.08, 0.08], [0.00, -0.02, -0.06], [-0.03, 0.20, 0.14], [0.03, 0.01, -0.09], [-0.01, 0.02, -0.11], [0.09, -0.04, -0.04], [0.08, -0.06, 0.07], [0.00, -0.02, 0.13], [-0.10, 0.06, 0.08], [0.12, -0.03, 0.19], [-0.10, -0.08, 0.04], [-0.04, -0.05, -0.06], [-0.08, 0.01, -0.03], [-0.04, 0.07, 0.00], [0.03, 0.09, 0.06], [0.14, -0.05, 0.03]],
  "mulliken_charge": [2.88, -0.20, 0.49, -0.94, -0.60, -0.86, -0.75, 0.30, 0.82, -0.76, -1.67, 1.14, -0.91, 1.03, -0.95, -0.43, -0.82, -0.34, 0.23, 0.18, 0.43, 0.43, 0.41, 0.47, 0.41, 0.51, 0.44, 0.48, 0.55, -0.23, 0.98, -1.91, 0.40, -0.65, -0.78, -0.82, 0.71, -0.65, -0.89, -0.66, 0.34, 0.37, 0.31, 0.45, 0.48, 0.37, 0.36, 0.34, -0.07, -0.48, 0.52, -0.05, -0.82, 0.22, -1.72, 0.65, 1.36, -0.64, -0.74, -0.67, -0.55, 0.86, -0.61, -1.13, 0.48, -0.20, -0.77, -0.44, -0.68, -0.27, 0.61, -0.30, 0.38, 0.50, 0.52, 0.49, -0.55, 0.55, 0.44, 0.39, 0.39, 0.26, 0.51, 0.43, 0.42, 0.39, 0.40, 0.42],
  "e_above_lowest_kj_mol": 71.3,
  "charge": 1,
  "homo_energy_ev": -10.41,
  "lumo_ha": -0.12060,
  "energy_ev": -106215.75820
}

---

{
  "formula": "C2H4N2O2S2",
  "method": "ωB97M-V/def2-TZVPD",
  "symbols": ["O", "N", "C", "N", "O", "S", "C", "S", "H", "H", "H", "H"],
  "positions_angstrom": [[-0.776, 2.279, -0.132], [-1.331, 1.124, -0.806], [-1.032, 0.067, -0.134], [-1.687, -1.161, -0.366], [-0.729, -2.251, -0.232], [-0.076, -0.003, 1.389], [1.572, -0.035, 0.717], [2.024, 0.023, -0.833], [-1.544, 2.889, -0.491], [-1.995, -1.177, -1.369], [-0.010, -2.144, -0.962], [2.302, -0.054, 1.557]],
  "atomic_forces_ev_per_a": [[-3.41, 1.10, -2.31], [1.07, -1.11, 1.80], [-0.54, 0.58, 0.28], [1.24, -0.47, -2.04], [0.71, 0.50, -1.74], [1.06, 0.31, -0.62], [-0.56, 0.25, 0.68], [-0.02, -0.18, 0.32], [2.70, -0.99, 1.32], [-0.06, 0.01, 1.23], [-1.69, 0.03, 1.67], [-0.51, -0.03, -0.59]],
  "mulliken_charge": [-0.35, -0.48, 0.49, -0.25, -0.37, -0.01, -0.11, -0.24, 0.38, 0.30, 0.33, 0.30],
  "e_above_lowest_kj_mol": 378.0,
  "charge": 0,
  "homo_energy_ev": -9.06,
  "lumo_ha": -0.01826,
  "smiles": "O/N=C(/NO)SC=S",
  "energy_ev": -30879.83819
}

---

{
  "formula": "CH7NO4",
  "method": "ωB97M-V/def2-TZVPD",
  "symbols": ["N", "C", "O", "O", "H", "H", "H", "O", "H", "H", "O", "H", "H"],
  "positions_angstrom": [[1.139, -0.731, 0.658], [0.185, -0.353, 1.564], [-0.585, -1.119, 2.092], [0.106, 0.982, 1.721], [1.152, -0.399, -0.293], [1.250, -1.730, 0.595], [-0.694, 1.076, 2.225], [-1.558, 2.372, -0.358], [-0.992, 1.793, -0.885], [-1.164, 2.197, 0.506], [0.257, -1.474, -2.248], [0.353, -2.010, -3.037], [0.550, -0.606, -2.540]],
  "atomic_forces_ev_per_a": [[0.91, -0.57, -0.06], [-0.78, -0.87, -1.33], [0.40, 0.25, 0.68], [0.60, 0.06, -0.38], [-0.13, 0.79, 0.30], [-0.31, -0.14, 0.30], [-0.71, 0.31, 0.79], [0.49, -0.40, 0.14], [-0.31, 0.17, -0.34], [-0.21, 0.34, 0.00], [0.12, 0.20, 0.08], [-0.04, -0.25, -0.09], [-0.04, 0.12, -0.10]],
  "mulliken_charge": [-0.42, 0.63, -0.56, -0.52, 0.23, 0.27, 0.32, -0.61, 0.29, 0.37, -0.62, 0.31, 0.32],
  "e_above_lowest_kj_mol": 76.4,
  "charge": 0,
  "homo_energy_ev": -10.42,
  "lumo_ha": 0.00470,
  "smiles": "NC(=O)O.O.O",
  "energy_ev": -10831.09012
}

---

{
  "formula": "C4H6OS2",
  "method": "ωB97M-V/def2-TZVPD",
  "symbols": ["C", "C", "C", "C", "O", "S", "S", "H", "H", "H", "H", "H", "H"],
  "positions_angstrom": [[1.026, -0.453, -1.686], [0.315, 1.657, 0.294], [-0.677, 0.648, 0.772], [-0.197, -0.805, 0.882], [-0.798, -2.190, -1.329], [1.467, -0.631, -3.135], [0.393, -1.764, -0.637], [1.349, 1.595, 0.622], [-0.141, 2.395, -0.321], [-0.934, 1.009, 1.848], [-1.594, 0.707, 0.123], [0.747, -0.741, 1.400], [-0.956, -1.427, 1.166]],
  "atomic_forces_ev_per_a": [[-0.06, 0.46, 2.00], [-0.30, -1.63, -0.03], [-0.77, 0.61, 0.31], [2.64, 2.28, -2.33], [-1.99, -1.21, -1.02], [0.44, 0.04, -1.63], [0.72, 1.56, 1.30], [-0.24, 0.43, -0.21], [0.55, 0.83, -0.37], [-0.08, -0.90, -1.45], [0.67, -0.02, 0.84], [-0.02, -0.66, 1.04], [-1.57, -1.80, 1.53]],
  "mulliken_charge": [0.06, -0.96, -0.17, -0.82, -0.56, -0.17, 0.50, 0.36, 0.35, 0.26, 0.29, 0.40, 0.45],
  "e_above_lowest_kj_mol": 548.7,
  "charge": 0,
  "homo_energy_ev": [-8.19, -7.82],
  "lumo_ha": [-0.03182, -0.02730],
  "energy_ev": -27957.59137
}

---

{
  "formula": "C20H23CeCl2N8PS5Sb",
  "method": "ωB97M-V/def2-TZVPD",
  "symbols": ["Ce", "C", "N", "C", "C", "N", "C", "P", "C", "N", "C", "C", "N", "C", "C", "N", "C", "C", "N", "C", "H", "H", "H", "H", "H", "H", "H", "H", "H", "H", "H", "H", "H", "H", "H", "Cl", "C", "Cl", "H", "H", "S", "Sb", "S", "S", "S", "N", "C", "N", "C", "C", "C", "C", "C", "C", "S", "H", "H", "H", "H", "H", "H"],
  "positions_angstrom": [[0.764, -0.849, -1.149], [-2.143, 1.832, 3.858], [-2.027, 1.652, 2.417], [-2.678, 2.382, 1.459], [-2.248, 1.892, 0.258], [-1.351, 0.880, 0.460], [-1.233, 0.757, 1.764], [-0.104, -0.395, 2.605], [1.421, 0.297, 1.871], [1.550, 0.813, 0.653], [2.807, 1.364, 0.616], [3.422, 1.198, 1.813], [2.523, 0.540, 2.613], [2.830, -0.010, 3.925], [-0.563, -1.894, 1.653], [-0.959, -1.983, 0.384], [-1.363, -3.285, 0.208], [-1.238, -3.969, 1.370], [-0.756, -3.074, 2.289], [-0.282, -3.440, 3.617], [-2.911, 2.575, 4.053], [-1.203, 2.179, 4.282], [-2.425, 0.898, 4.339], [-3.373, 3.166, 1.709], [-2.535, 2.225, -0.728], [3.197, 1.837, -0.267], [4.408, 1.464, 2.153], [3.622, 0.582, 4.375], [3.158, -1.043, 3.811], [1.951, 0.027, 4.564], [-1.698, -3.654, -0.746], [-1.429, -4.999, 1.617], [-0.802, -4.340, 3.934], [-0.485, -2.641, 4.324], [0.791, -3.628, 3.572], [-0.740, -2.109, -4.278], [0.934, -1.829, -4.797], [1.463, -0.215, -4.268], [0.980, -1.868, -5.877], [1.557, -2.564, -4.301], [1.110, -3.466, -1.841], [3.128, -2.939, -0.677], [2.378, -2.536, 1.482], [3.459, -0.777, -1.614], [4.815, -4.399, -0.919], [-2.862, -0.884, -2.205], [-2.235, 0.235, -2.609], [-0.993, 0.505, -2.336], [-0.662, 1.797, -2.740], [0.546, 2.437, -2.476], [0.722, 3.736, -2.917], [-0.288, 4.401, -3.614], [-1.499, 3.779, -3.869], [-1.672, 2.480, -3.416], [-3.093, 1.467, -3.507], [-2.425, -1.450, -1.491], [-3.830, -1.039, -2.416], [1.333, 1.928, -1.926], [1.656, 4.246, -2.715], [-0.127, 5.415, -3.954], [-2.290, 4.296, -4.398]],
  "atomic_forces_ev_per_a": [[0.12, 0.21, 0.29], [0.01, -0.02, -0.10], [-0.02, 0.03, 0.09], [0.05, -0.05, 0.03], [0.04, -0.05, -0.03], [-0.08, 0.18, -0.03], [-0.11, 0.01, 0.13], [-0.03, 0.02, -0.17], [-0.12, 0.10, 0.05], [0.38, 0.20, 0.26], [-0.10, 0.09, -0.04], [-0.06, -0.03, 0.12], [0.03, 0.00, 0.22], [0.01, -0.03, -0.11], [-0.27, 0.06, 0.09], [-0.31, -0.39, 0.24], [-0.07, 0.09, -0.07], [0.01, 0.03, 0.15], [0.06, -0.06, 0.18], [0.01, 0.03, -0.11], [-0.02, 0.01, -0.01], [0.02, 0.02, -0.01], [-0.01, -0.03, -0.01], [0.03, -0.03, 0.01], [0.02, -0.02, 0.04], [0.02, -0.04, -0.02], [-0.05, 0.00, 0.03], [0.00, 0.03, 0.00], [0.01, -0.01, -0.03], [-0.02, 0.02, -0.01], [0.07, -0.02, -0.02], [0.02, 0.05, 0.02], [-0.02, -0.01, -0.01], [-0.02, 0.03, 0.00], [0.02, -0.01, -0.03], [0.00, -0.06, -0.29], [-0.12, 0.12, 0.07], [-0.08, -0.07, -0.34], [-0.02, 0.02, -0.05], [0.05, -0.06, 0.07], [0.15, -0.15, -0.06], [0.80, -0.66, 0.08], [-0.03, 0.05, -0.23], [0.23, -0.15, 0.01], [-0.09, 0.08, -0.08], [0.13, -0.06, -0.09], [-0.08, 0.10, 0.08], [-0.41, 0.38, -0.31], [-0.01, 0.00, 0.07], [-0.02, -0.10, -0.02], [0.02, -0.01, -0.01], [-0.02, -0.01, -0.01], [0.01, 0.00, -0.02], [-0.03, 0.02, -0.05], [-0.05, 0.00, -0.03], [-0.06, 0.08, 0.06], [0.00, 0.02, 0.03], [0.00, 0.10, -0.04], [-0.02, -0.02, -0.01], [0.00, -0.01, 0.01], [0.02, 0.00, 0.01]],
  "lowdin_spin": [1.01, 0.00, 0.00, 0.00, 0.00, 0.00, 0.00, 0.00, 0.00, 0.00, 0.00, 0.00, 0.00, 0.00, 0.00, 0.00, 0.00, 0.00, 0.00, 0.00, 0.00, 0.00, 0.00, 0.00, 0.00, 0.00, 0.00, 0.00, 0.00, 0.00, 0.00, 0.00, 0.00, 0.00, 0.00, 0.00, 0.00, 0.00, 0.00, 0.00, 0.00, 0.00, 0.00, -0.01, 0.00, 0.00, 0.00, 0.00, 0.00, 0.00, 0.00, 0.00, 0.00, 0.00, 0.00, 0.00, 0.00, 0.00, 0.00, 0.00, 0.00],
  "e_above_lowest_kj_mol": 69.7,
  "charge": 0,
  "homo_energy_ev": -6.73,
  "multiplicity": 2,
  "lumo_ha": -0.00062,
  "energy_ev": -141015.59317,
  "s2": 0.75
}